The following is a quantum chemistry calculation of a molecular structure, C40H40NOPdSi, from the OMol25 dataset.

Last column: Mulliken spin population.
Atoms and positions in Å:
1 C 2.088 -0.815 0.380  0.302
2 C 2.405 -1.394 -0.841  0.183
3 C 2.264 -0.402 -1.866  0.190
4 H 2.803 -2.401 -1.008  0.004
5 C 1.808 0.797 -1.266  0.324
6 C 1.679 0.575 0.162  -0.010
7 H 1.629 1.746 -1.771  0.069
8 C -0.897 -2.609 1.087  0.336
9 C 0.042 -3.504 0.557  0.178
10 C 0.025 -3.389 -0.881  0.207
11 H 0.664 -4.205 1.106  -0.015
12 C -0.952 -2.452 -1.234  0.188
13 C -1.466 -1.831 -0.019  0.075
14 H 2.418 -0.585 -2.931  0.023
15 H 1.683 1.366 0.907  -0.008
16 H 2.273 -1.250 1.357  0.111
17 H -2.414 -1.302 0.002  -0.029
18 H 0.643 -3.972 -1.577  0.001
19 H -1.189 -2.487 2.136  0.051
20 Pd -0.452 0.088 0.160  1.381
21 C -1.317 -1.939 -2.594  0.145
22 C -2.838 -1.844 -2.684  0.047
23 C -0.791 -2.816 -3.723  0.054
24 H -3.285 -2.814 -2.406  -0.004
25 H -3.172 -1.633 -3.708  0.003
26 H -3.269 -1.086 -2.015  -0.003
27 H -1.166 -3.836 -3.630  -0.010
28 H 0.301 -2.834 -3.742  -0.007
29 H -1.135 -2.431 -4.686  0.001
30 C -0.594 -0.583 -2.656  -0.002
31 C -1.391 0.689 -2.614  0.001
32 H 0.013 -0.538 -3.544  -0.050
33 H 0.114 -0.500 -1.802  0.097
34 O -1.710 1.208 -1.475  0.022
35 N -1.558 1.206 -3.939  0.007
36 C -0.447 2.090 -4.361  -0.002
37 H -2.485 1.588 -4.139  0.000
38 C 0.842 1.365 -4.751  0.001
39 C 2.060 2.011 -4.483  0.008
40 H 2.006 2.982 -3.970  0.002
41 C 3.281 1.448 -4.859  -0.004
42 H 4.185 1.986 -4.605  -0.001
43 C 3.326 0.237 -5.536  0.001
44 H 4.271 -0.167 -5.859  0.000
45 C 2.137 -0.426 -5.811  -0.003
46 H 2.144 -1.379 -6.334  0.000
47 C 0.895 0.129 -5.436  0.002
48 H -0.040 -0.414 -5.655  0.000
49 H -0.183 2.747 -3.526  0.002
50 H -0.749 2.733 -5.200  0.000
51 C -0.527 5.187 3.134  0.000
52 C -0.528 4.694 1.833  0.028
53 C -0.539 3.321 1.596  0.020
54 C -0.494 2.443 2.686  0.115
55 C -0.534 2.931 3.999  -0.013
56 C -0.541 4.312 4.221  0.005
57 Si -0.435 0.576 2.372  -0.308
58 C 1.071 -0.045 3.310  0.045
59 C 1.257 -1.422 3.481  0.062
60 C 2.380 -1.920 4.145  -0.001
61 C 3.351 -1.019 4.622  0.011
62 C 3.226 0.346 4.350  -0.003
63 C 2.094 0.830 3.676  0.020
64 C -1.894 -0.133 3.360  0.048
65 C -1.710 -0.742 4.605  0.032
66 C -2.817 -1.220 5.320  -0.002
67 C -4.093 -1.054 4.802  0.011
68 C -4.273 -0.428 3.566  0.008
69 C -3.184 0.042 2.836  0.060
70 H -0.546 6.256 3.299  0.000
71 H -0.516 5.357 0.978  0.001
72 H -0.543 2.887 0.583  -0.036
73 H -0.520 2.241 4.852  0.002
74 H -0.540 4.688 5.242  0.000
75 H 0.517 -2.118 3.083  -0.011
76 H 2.457 -2.996 4.336  0.000
77 H 4.225 -1.412 5.161  0.001
78 H 3.998 1.041 4.696  0.000
79 H 2.006 1.898 3.481  0.001
80 H -0.693 -0.856 5.006  0.004
81 H -2.648 -1.694 6.280  0.000
82 H -4.953 -1.395 5.362  0.001
83 H -5.262 -0.277 3.155  0.001
84 H -3.287 0.527 1.854  0.027

Cartesian forces, eV/Å:
-0.371 2.411 1.503
0.729 0.717 -3.657
0.722 -2.430 0.725
-0.346 0.529 0.151
0.336 0.344 0.976
0.662 -1.396 -0.130
0.057 -0.319 0.149
-1.393 1.753 -0.684
0.708 -0.769 -2.691
0.612 -1.221 1.917
-0.125 0.262 -0.016
-0.269 0.721 0.480
0.578 -1.481 0.914
-0.008 0.227 0.389
0.181 -0.171 -0.122
-0.199 0.111 -0.205
-0.061 -0.183 0.247
-0.376 0.352 0.454
0.037 -0.100 -0.569
-0.412 0.325 -0.312
-0.313 -0.316 0.094
-0.753 -0.234 -0.032
-0.003 -0.237 -0.072
0.148 0.349 -0.099
0.184 0.092 0.193
0.154 -0.172 -0.181
0.050 -0.030 0.009
-0.011 -0.060 0.027
0.038 0.042 0.098
0.624 0.944 0.733
-0.330 1.006 2.370
0.080 -0.113 -0.103
-0.527 -0.411 -0.883
0.276 -1.372 -4.764
-0.986 0.123 0.685
0.629 -0.277 0.129
0.488 0.306 0.479
0.563 -0.419 -0.617
-0.528 -0.131 0.060
0.286 -0.414 -0.215
-0.311 0.450 0.196
0.082 -0.086 -0.122
-0.305 0.195 0.132
0.115 -0.128 0.020
-0.938 0.171 0.082
0.040 0.170 0.057
0.212 0.278 0.084
0.556 0.373 0.016
-0.108 0.232 -0.146
-0.268 -0.379 0.276
-0.117 -0.201 -0.056
-0.062 -0.228 -0.306
0.335 -0.052 0.608
-0.215 -0.503 -0.438
0.224 0.497 -0.074
0.017 -0.468 -0.068
-0.653 0.539 2.630
0.266 0.043 -0.877
0.455 -0.104 0.462
-0.143 0.249 0.201
0.006 -0.283 -0.291
-0.014 -0.092 0.130
0.413 -0.394 0.574
0.364 0.200 -0.536
-0.285 -0.237 0.048
0.525 0.301 -0.233
0.052 0.127 -0.222
0.063 0.285 -0.305
0.254 -0.501 0.449
0.074 0.014 0.021
-0.061 0.231 0.094
-0.040 0.484 0.367
-0.040 0.262 -0.369
-0.054 0.023 -0.231
0.213 0.156 0.357
0.143 0.448 -0.112
-0.456 0.306 -0.244
-0.281 -0.283 -0.196
-0.028 -0.168 0.088
-0.596 0.029 -0.085
-0.175 -0.003 -0.006
-0.023 -0.042 -0.025
-0.138 -0.112 0.149
-0.228 -0.158 0.473

## Properties
* orbital gap (alpha / beta): 6.35 / 5.55 eV
* multiplicity: 5
* E_HOMO (alpha / beta): -0.336 / -0.402 Eh
* net charge: +1



The following is a quantum chemistry calculation of 2 unconnected molecules or ions with the total composition C5H8Br2O, from the OMol25 dataset.

Last column: Löwdin charge in e.
Atoms and positions in Å:
1 C 0.204 -0.549 1.989  -0.122
2 C 0.849 0.271 0.914  -0.308
3 C 0.323 0.772 -0.161  -0.799
4 C -1.065 1.079 -0.520  -0.189
5 Br 1.410 2.200 -0.814  0.746
6 H -0.820 -0.779 1.743  0.054
7 H 0.203 -0.013 2.916  0.064
8 H 0.817 -1.523 2.285  0.115
9 H 1.848 0.436 1.091  0.061
10 H -1.635 1.666 0.230  0.100
11 H -1.698 0.164 -0.619  0.082
12 H -1.213 1.634 -1.467  0.073
13 O -0.753 -0.857 -2.753  0.019
14 C 0.149 -1.225 -2.070  -0.788
15 Br 0.235 -2.419 -0.676  0.846
16 H 1.148 -0.859 -2.088  0.045

Cartesian forces, eV/Å:
1.049 -1.911 -0.018
-1.034 -2.248 1.830
-0.263 3.012 -0.063
-3.059 -0.828 -0.504
0.838 0.421 -0.976
-0.305 -0.401 0.023
-0.019 0.687 0.556
-1.295 1.820 -1.040
2.211 0.470 0.263
0.812 -0.104 -0.042
0.513 0.409 0.024
0.501 -0.512 0.475
0.212 -0.824 0.582
-0.249 1.337 -1.428
-0.867 -2.128 1.066
0.956 0.801 -0.747

## Properties
* orbital gap: 9.47 eV
* energy relative to the best compared isomer or geometry (same formula, charge and spin): 31.7 kcal per mole
* E_HOMO: -0.337 Eh
* net charge: 0
* SMILES: C/C=C(\C)Br.O=CBr



The following is a quantum chemistry calculation of a molecular structure, C42H41ClIrN5O2S2, from the OMol25 dataset.

Last column: Mulliken spin population.
Atoms and positions in Å:
1 Ir 2.207 -0.148 0.046  0.599
2 C 6.197 -0.475 -1.571  -0.002
3 C 5.214 -1.115 -2.496  -0.011
4 C 5.642 -2.074 -3.397  0.003
5 C 4.757 -2.674 -4.281  -0.005
6 C 3.421 -2.299 -4.288  0.001
7 C 2.946 -1.336 -3.419  -0.018
8 C 1.539 -0.854 -3.491  -0.007
9 C 3.846 -0.740 -2.503  0.000
10 N 3.394 0.239 -1.635  0.070
11 C 3.964 1.478 -1.730  0.000
12 O 4.603 1.869 -2.687  -0.002
13 C 3.747 2.312 -0.509  0.019
14 C 4.404 3.507 -0.248  0.001
15 C 4.217 4.106 0.991  0.001
16 C 3.375 3.509 1.921  0.001
17 C 2.754 2.316 1.578  0.008
18 N 2.948 1.757 0.393  0.037
19 C 1.895 1.514 2.504  0.002
20 O 1.544 1.934 3.590  0.001
21 N 1.633 0.263 2.029  -0.003
22 C 0.923 -0.591 2.877  0.029
23 C -0.427 -0.335 3.194  -0.013
24 C -1.135 0.860 2.642  0.008
25 C -1.082 -1.175 4.077  0.000
26 C -0.424 -2.247 4.662  -0.002
27 C 0.914 -2.465 4.390  0.002
28 C 1.609 -1.649 3.513  -0.019
29 C 3.089 -1.798 3.369  -0.003
30 H 7.059 -1.120 -1.430  0.000
31 H 5.763 -0.245 -0.600  0.000
32 H 6.543 0.459 -2.016  0.000
33 H 6.686 -2.355 -3.412  0.000
34 H 5.112 -3.420 -4.976  0.000
35 H 2.746 -2.751 -4.997  0.000
36 H 1.013 -1.315 -4.322  0.000
37 H 1.521 0.229 -3.612  0.000
38 H 1.004 -1.089 -2.567  0.016
39 H 5.051 3.921 -1.009  0.000
40 H 4.738 5.020 1.230  0.000
41 H 3.203 3.919 2.903  0.000
42 H -0.787 1.097 1.641  -0.003
43 H -0.930 1.728 3.271  -0.001
44 H -2.210 0.690 2.626  0.000
45 H -2.113 -0.976 4.332  0.000
46 H -0.944 -2.902 5.346  0.000
47 H 1.442 -3.259 4.893  0.000
48 H 3.371 -2.836 3.204  0.000
49 H 3.567 -1.472 4.293  0.000
50 H 3.479 -1.185 2.561  -0.004
51 S 0.165 1.440 -0.933  0.226
52 C -1.421 0.782 -0.661  -0.003
53 N -2.468 1.630 -0.491  0.014
54 C -3.732 1.074 -0.078  0.002
55 C -3.987 -0.221 -0.836  0.000
56 N -2.879 -1.122 -0.629  0.003
57 C -3.175 -2.539 -0.619  -0.001
58 C -3.851 -2.977 0.661  0.001
59 C -3.147 -2.946 1.858  0.000
60 C -3.746 -3.366 3.032  0.000
61 C -5.050 -3.833 3.023  0.000
62 C -5.754 -3.872 1.832  0.000
63 C -5.160 -3.443 0.657  0.000
64 C -1.623 -0.603 -0.608  0.044
65 S -0.262 -1.662 -0.507  -0.029
66 C -2.342 3.070 -0.460  0.013
67 C -3.184 3.707 -1.536  -0.007
68 C -4.365 4.363 -1.219  -0.001
69 C -5.141 4.926 -2.218  0.000
70 C -4.740 4.838 -3.541  0.000
71 C -3.562 4.184 -3.862  0.002
72 C -2.787 3.618 -2.865  0.006
73 H -4.516 1.805 -0.285  0.000
74 H -3.716 0.861 1.000  0.001
75 H -4.109 0.000 -1.905  0.000
76 H -4.893 -0.699 -0.461  0.000
77 H -2.233 -3.077 -0.745  0.001
78 H -3.823 -2.764 -1.472  0.000
79 H -2.121 -2.606 1.861  0.000
80 H -3.190 -3.345 3.956  0.000
81 H -5.506 -4.174 3.939  0.000
82 H -6.765 -4.248 1.814  0.000
83 H -5.712 -3.498 -0.271  0.000
84 H -1.289 3.322 -0.610  -0.002
85 H -2.660 3.427 0.527  0.001
86 H -4.677 4.444 -0.187  0.000
87 H -6.055 5.437 -1.962  0.000
88 H -5.342 5.283 -4.319  0.000
89 H -3.243 4.120 -4.891  0.000
90 H -1.867 3.110 -3.114  -0.002
91 Cl 4.209 -2.455 0.242  0.037
92 C 2.478 -2.272 0.029  -0.014
93 H 1.993 -2.762 0.874  -0.002
94 H 2.220 -2.785 -0.899  0.006

Cartesian forces, eV/Å:
-2.979 0.464 -0.526
0.099 0.184 -0.157
-0.800 0.184 -0.059
-0.171 -0.207 -0.192
0.020 0.125 0.120
0.256 -0.205 -0.016
0.673 0.390 0.539
-0.144 0.012 0.111
0.827 -1.154 -1.483
-0.766 -0.056 1.280
-0.116 -0.503 -0.754
0.033 0.365 0.369
0.470 0.506 -0.071
-0.300 -0.374 -0.265
-0.191 -0.170 0.061
-0.102 -0.173 -0.267
-0.167 0.244 0.505
0.684 -0.540 -0.008
-0.128 -0.792 0.152
0.120 0.420 0.087
0.320 0.467 -1.061
-0.545 -0.852 1.045
0.463 -0.208 -0.233
-0.017 0.080 0.066
0.069 -0.205 0.100
0.019 0.033 -0.080
-0.197 -0.092 -0.017
-0.333 0.659 -0.267
0.079 0.030 -0.003
0.063 -0.055 0.085
-0.005 0.010 0.082
0.095 0.069 0.075
0.065 -0.038 0.034
0.026 -0.066 -0.058
-0.129 -0.051 -0.120
-0.061 -0.028 -0.079
-0.104 0.061 -0.025
-0.013 0.112 -0.192
0.000 -0.028 -0.017
0.036 0.097 0.051
-0.052 0.001 0.104
0.079 0.091 0.011
-0.035 0.043 -0.032
-0.139 -0.002 0.028
-0.132 0.040 -0.004
-0.059 -0.015 0.105
0.076 -0.165 0.064
0.078 -0.070 -0.047
0.086 0.011 0.043
0.067 -0.108 0.087
-0.860 -0.816 0.055
0.954 5.316 -0.261
1.504 -1.921 -0.038
-0.755 -0.605 0.059
-0.577 0.889 0.027
2.118 1.408 -0.219
0.065 -0.864 0.106
-0.069 0.037 -0.013
0.076 0.071 -0.047
0.082 0.015 0.024
-0.015 0.012 -0.043
-0.094 -0.045 0.037
0.064 0.037 -0.142
-0.837 -4.877 0.496
0.400 1.383 0.830
0.227 0.812 -0.096
-0.072 -0.042 0.011
0.057 -0.024 0.052
-0.062 0.048 -0.080
-0.095 0.048 0.073
0.077 -0.054 -0.112
-0.018 -0.018 0.076
0.053 -0.151 -0.031
0.022 0.165 -0.091
-0.010 -0.180 0.088
0.069 0.028 -0.027
-0.202 0.015 -0.091
0.118 0.105 -0.015
0.154 0.066 0.102
0.107 0.014 0.085
-0.071 -0.029 0.067
-0.116 -0.028 -0.007
-0.063 0.017 -0.114
-0.245 -0.022 0.177
0.078 -0.132 -0.039
-0.018 0.020 0.108
-0.096 0.062 0.020
-0.035 0.026 -0.051
0.031 -0.007 -0.093
0.149 -0.054 -0.062
0.219 -0.142 0.149
0.785 0.074 -0.133
-0.164 0.381 0.117
-0.050 0.424 -0.123

## Properties
* orbital gap (alpha / beta): 4.57 / 4.94 eV
* multiplicity: 2
* energy relative to the best compared isomer or geometry (same formula, charge and spin): 101.3 kcal per mole
* E_HOMO (alpha / beta): -0.372 / -0.373 Eh
* net charge: +1



no.,largest force on an atom (eV/A)
1,5.0
2,3.2
3,5.4